(1)
Density functional theory data (wB97M-V/def2-TZVPD) for a molecular structure, CH2F2N2 at a distorted geometry.

- DFT total energy: -348.391713 Ha
- E_HOMO: -0.3724 hartree
- Relative energy (zero: lowest compared OMol25 entry of this formula, charge and spin): 78.3 kcal per mole
- Frontier orbital gap: 10.75 eV

The geometry in XYZ format:
```
7
Properties=species:S:1:pos:R:3:forces:R:3:mulliken_charge:R:1
C -0.03422 -0.58892 0.04673 -0.99 4.33 -0.94 0.538
N 0.32487 -0.78730 1.20195 -1.23 3.70 -0.85 -0.470
N -0.60751 1.12810 -0.57051 -0.51 -3.93 2.06 -0.262
F -0.10010 -1.39018 -0.97970 -0.02 0.02 -0.24 -0.184
F 0.41348 1.56077 -1.37437 0.71 0.39 0.05 -0.159
H 0.64116 -1.65938 1.38392 1.15 -3.69 0.84 0.277
H -0.63767 1.73690 0.29198 0.90 -0.82 -0.91 0.259
```
Positions in Å, forces in eV/Å.

(2)
Density functional theory data (wB97M-V/def2-TZVPD) for a gas-phase ion, C2H5BrN3 (charge +1) at a distorted geometry.

- DFT total energy: -2817.115439 Ha
- E_HOMO: -0.5626 hartree
- Relative energy (zero: lowest compared OMol25 entry of this formula, charge and spin): 68.2 kcal per mole
- Charge: +1
- SMILES: Br[C@@H]1N=NC[NH2+]1
- Frontier orbital gap: 8.85 eV

The geometry in XYZ format:
```
11
Properties=species:S:1:pos:R:3:forces:R:3:mulliken_charge:R:1
Br -2.60849 0.47863 0.35164 2.26 -0.63 -1.50 0.007
C -0.73794 -0.01350 -0.90456 -2.75 -0.02 2.97 -0.353
N -0.47999 -1.38066 -0.57794 -0.19 -1.66 -1.19 -0.051
N 0.44127 -1.59082 0.22850 -1.53 0.87 -1.56 -0.155
C 0.90237 -0.32730 0.73927 1.79 -1.21 -0.05 -0.234
N 0.30432 0.72240 -0.16359 -0.85 0.73 2.41 -0.150
H -1.12039 0.30265 -1.87552 0.69 -0.19 0.10 0.539
H 0.41281 -0.41029 1.71722 0.58 1.19 0.27 0.301
H 2.02285 -0.34678 0.68738 -1.08 0.51 0.58 0.351
H -0.11739 1.39179 0.53747 0.27 -0.18 -1.41 0.380
H 0.98059 1.17389 -0.73987 0.82 0.58 -0.63 0.364
```
Positions in Å, forces in eV/Å.

(3)
Density functional theory data (wB97M-V/def2-TZVPD) for C17H18N4O2S in the gas phase at a distorted geometry.

- DFT total energy: -1426.308451 Ha
- E_HOMO: -0.2862 hartree
- Relative energy (zero: lowest compared OMol25 entry of this formula, charge and spin): 35.6 kcal per mole
- SMILES: COc1ccc(-c2csc(NC(=O)Cn3nc(C)cc3C)n2)cc1
- Frontier orbital gap: 8.35 eV

The geometry in XYZ format:
```
42
Properties=species:S:1:pos:R:3:forces:R:3:mulliken_charge:R:1
C -5.22568 0.15277 3.87770 -0.20 0.09 0.04 -0.863
O -3.95608 -0.36582 3.56623 0.29 -0.08 -0.10 -0.447
C -3.24216 0.21198 2.56169 0.17 -0.01 -0.12 0.823
C -3.67002 1.29480 1.79986 -0.30 -0.12 0.25 -0.338
C -2.85890 1.80065 0.80015 0.33 -0.14 -0.08 -1.231
C -1.61109 1.24425 0.54266 -0.31 -0.05 0.29 0.739
C -0.74229 1.75541 -0.50780 -0.36 0.50 -0.91 -0.253
C -1.13412 2.42011 -1.63485 0.19 -0.11 0.17 -0.626
S 0.21474 2.80863 -2.63268 0.29 -0.41 0.59 -0.263
C 1.24003 2.03232 -1.41785 -1.12 0.52 -0.65 0.429
N 2.59549 2.01699 -1.62518 0.40 0.39 -0.53 -0.061
C 3.58624 1.34249 -0.95911 0.01 -0.15 0.18 0.344
O 4.74424 1.58696 -1.20771 0.17 -0.03 0.08 -0.617
C 3.15026 0.26725 0.02723 0.26 0.11 0.34 -0.883
N 2.53432 -0.84052 -0.64999 0.16 -0.32 -0.34 0.340
N 1.24255 -1.11560 -0.45014 -0.77 -0.27 0.33 -0.256
C 0.95015 -2.14422 -1.22338 0.36 0.13 0.03 0.539
C -0.41559 -2.73166 -1.26003 0.05 0.03 0.05 -1.060
C 2.09204 -2.54737 -1.94060 0.22 0.23 0.07 -1.298
C 3.09561 -1.68892 -1.54837 -0.12 -0.28 -0.16 0.956
C 4.53140 -1.64209 -1.92158 0.04 0.09 -0.01 -1.364
N 0.60569 1.56204 -0.41421 0.67 0.13 0.43 -0.176
C -1.18318 0.15878 1.31102 -0.12 0.13 -0.02 -0.287
C -1.98961 -0.35077 2.30171 -0.25 0.01 0.17 -0.614
H -5.16557 1.19641 4.20344 -0.01 -0.04 -0.03 0.344
H -5.91184 0.07614 3.02786 0.03 0.02 0.03 0.340
H -5.60064 -0.45785 4.69765 -0.02 0.07 -0.06 0.240
H -4.62984 1.75461 1.97653 -0.08 0.02 0.05 0.407
H -3.20064 2.64992 0.22710 -0.02 0.10 -0.04 0.338
H -2.12237 2.68075 -1.95195 -0.26 0.02 -0.02 0.436
H 2.93539 2.64240 -2.34806 0.09 -0.17 0.22 0.274
H 2.40238 0.67191 0.71248 0.18 -0.12 -0.05 0.446
H 4.04127 -0.06311 0.57134 -0.11 0.13 -0.12 0.362
H -0.39758 -3.75668 -0.89138 -0.08 -0.05 0.01 0.287
H -0.79354 -2.74604 -2.28137 -0.09 -0.01 -0.02 0.286
H -1.08252 -2.14089 -0.63811 -0.11 0.00 0.02 0.258
H 2.16747 -3.35439 -2.64075 0.09 -0.16 -0.17 0.426
H 4.74233 -2.41621 -2.65423 0.03 -0.03 -0.01 0.340
H 4.80449 -0.67555 -2.34173 0.10 -0.01 -0.03 0.295
H 5.15873 -1.81017 -1.04558 0.11 0.00 0.00 0.289
H -0.22590 -0.28618 1.08484 0.07 -0.03 0.04 0.657
H -1.67569 -1.19355 2.89714 0.05 -0.11 0.08 0.442
```
Positions in Å, forces in eV/Å.

(4)
Density functional theory data (wB97M-V/def2-TZVPD) for 2 unconnected molecules or ions with the total composition C14H16O at a distorted geometry.

- DFT total energy: -618.225293 Ha
- E_HOMO: -0.2988 hartree
- Relative energy (zero: lowest compared OMol25 entry of this formula, charge and spin): 56.9 kcal per mole
- SMILES: Cc1ccc(O)cc1.Cc1ccccc1
- Frontier orbital gap: 8.91 eV

The geometry in XYZ format:
```
31
Properties=species:S:1:pos:R:3:forces:R:3:mulliken_charge:R:1
C 0.16425 0.66069 -3.55332 -4.19 -1.89 2.31 -1.351
C 0.57562 -0.51574 -2.69263 1.63 1.22 1.03 0.509
C 1.06850 -0.11829 -1.41999 0.95 -1.87 -1.39 -0.281
C 1.79540 -1.00171 -0.61846 -0.86 0.30 0.29 -0.573
C 1.80572 -2.36316 -0.97179 -1.63 -1.15 -0.39 0.696
O 2.22322 -3.38260 -0.10583 0.62 1.33 0.16 -0.533
C 1.10596 -2.82679 -2.16386 1.44 1.89 2.83 -0.647
C 0.66120 -1.84997 -3.06016 0.03 -0.36 1.52 -0.503
H -0.02865 0.31979 -4.52525 -0.40 -0.25 -1.56 0.410
H 0.84875 1.44383 -3.57462 0.98 1.41 0.26 0.382
H -0.91625 0.92849 -3.04903 2.59 0.15 -1.54 0.217
H 1.09137 0.91869 -1.19406 -0.25 0.74 0.36 0.329
H 2.13010 -0.55360 0.34280 0.18 -0.96 -0.64 0.213
H 2.73934 -2.99617 0.64432 -0.73 -0.36 -0.97 0.304
H 0.82285 -3.87043 -2.14114 0.46 -0.11 -0.74 0.382
H 0.34818 -2.22961 -3.98132 -0.84 -0.08 -1.49 0.422
C 0.02964 2.69258 1.09102 0.89 3.50 -2.17 -1.402
C -0.63160 1.63831 1.78400 -2.66 -2.63 0.33 0.945
C -1.92306 1.19427 1.28886 1.42 2.41 -2.22 -0.181
C -2.72020 0.36533 1.98572 -2.44 -0.36 -0.10 -0.463
C -2.22116 -0.27974 3.05977 3.16 -2.24 2.62 -0.305
C -0.88984 -0.05798 3.48071 -0.30 2.81 0.74 -0.564
C -0.14525 1.07535 2.97079 -1.92 -2.18 -0.61 -0.496
H 0.01564 2.69887 -0.07548 -0.41 -0.26 2.06 0.251
H 1.07899 2.67343 1.34996 0.39 0.38 0.09 0.375
H -0.41595 3.70656 1.43402 0.86 -1.40 -0.69 0.310
H -2.32394 1.59285 0.26344 0.94 -0.41 2.15 0.182
H -3.80064 0.29133 1.80421 0.57 -0.26 -0.56 0.334
H -2.60064 -1.12861 3.65210 -0.99 0.77 -0.67 0.304
H -0.63253 -0.41867 4.49168 0.23 -0.31 -0.86 0.321
H 0.74499 1.39268 3.48351 0.31 0.18 -0.15 0.411
```
Positions in Å, forces in eV/Å.

(5)
Density functional theory data (wB97M-V/def2-TZVPD) for 2 unconnected molecules or ions with the total composition C5H11O2 at a distorted geometry.

- DFT total energy: -347.634351 Ha
- E_HOMO: -0.1444 hartree
- Relative energy (zero: lowest compared OMol25 entry of this formula, charge and spin): 9.6 kcal per mole
- Charge: -1
- Frontier orbital gap: 7.87 eV

The geometry in XYZ format:
```
18
Properties=species:S:1:pos:R:3:forces:R:3:mulliken_charge:R:1
C 0.44690 -1.81039 1.40572 1.27 0.65 -0.31 -0.520
C 0.01750 -0.73613 2.40963 -0.41 0.33 -0.39 -0.814
H -0.20294 -2.67918 1.36437 0.08 -0.13 0.10 0.271
H 0.63053 -1.40427 0.39740 -0.83 -0.04 0.19 0.088
H 1.48581 -2.07291 1.64176 -0.25 -0.63 0.28 0.271
H -1.03313 -0.82009 2.69355 0.00 -0.18 0.17 0.244
H 0.08311 0.25980 1.96128 0.23 -0.05 0.03 0.211
H 0.63619 -0.73619 3.30736 -0.13 -0.04 0.10 0.308
C -0.08368 1.60591 -1.68318 0.44 -2.11 -0.93 -0.405
C -1.32838 0.94266 -1.10530 0.04 0.13 0.72 -0.799
C 1.11370 0.53763 -1.89905 -0.35 0.96 0.37 0.430
O 2.07575 1.00602 -2.53533 0.10 -0.06 -0.10 -0.754
O 0.97324 -0.59355 -1.39499 -0.03 -0.18 -0.15 -0.724
H -0.26756 1.88843 -2.72123 0.04 0.70 0.20 0.247
H 0.36348 2.37432 -1.06741 -0.23 0.48 -0.11 0.273
H -1.27376 0.98514 -0.01210 -0.22 -0.05 -0.01 0.075
H -1.34970 -0.11787 -1.34921 0.15 -0.03 -0.14 0.256
H -2.28706 1.37067 -1.41326 0.10 0.26 -0.03 0.344
```
Positions in Å, forces in eV/Å.

(6)
Density functional theory data (wB97M-V/def2-TZVPD) for a molecular structure, C3H5N2O at a distorted geometry.

- <S²>: 2.01
- DFT total energy: -301.573410 Ha
- E_HOMO (alpha / beta): -0.4312 / -0.6328 hartree
- Relative energy (zero: lowest compared OMol25 entry of this formula, charge and spin): 24.6 kcal per mole
- Spin multiplicity: 3
- Charge: +1
- Frontier orbital gap (alpha / beta): 7.58 / 8.17 eV

The geometry in XYZ format:
```
11
Properties=species:S:1:pos:R:3:forces:R:3:mulliken_spin:R:1
C -0.04023 -0.15570 0.09031 -2.80 -1.91 -8.64 0.723
C -0.08970 1.89990 0.50606 0.47 0.45 0.40 0.072
C -0.04636 -1.38239 -0.65436 -1.38 -2.20 0.21 -0.051
N -0.32160 1.09141 -0.51586 0.69 -0.94 2.40 0.140
N 0.29026 0.19520 1.29246 0.81 3.04 5.21 0.892
O 0.09343 2.80554 1.16507 -0.31 1.19 -0.18 0.074
H 0.77283 -1.90562 -0.17482 0.54 -0.78 -0.45 0.043
H 0.12120 -1.23616 -1.75690 -0.28 -0.36 1.16 0.018
H -0.97359 -2.18825 -0.44385 1.86 2.15 -0.65 0.125
H -0.37898 1.32499 -1.48331 -0.26 0.48 -0.76 -0.011
H 0.57274 -0.44891 1.97518 0.67 -1.11 1.31 -0.025
```
Positions in Å, forces in eV/Å.

> Which of these has the lowest DFT total energy?

C2H5BrN3